Version a
# C51H80B2F23N2O15S

11 unconnected molecules or ions with the total composition C51H80B2F23N2O15S (the ωB97M-V functional and the def2-TZVPD basis, the OMol25 dataset).

* highest occupied orbital energy: -5.251 eV
* net charge: -1
* LUMO energy: 0.95 eV

```
174
C51H80B2F23N2O15S, DFT the ωB97M-V functional and the def2-TZVPD basis
C 1.73 -0.92 -1.81
B 0.15 -0.54 -1.40
O -0.23 -0.93 0.01
C -0.89 0.24 -2.43
S -0.24 2.00 -2.38
O -1.49 2.94 -2.45
O 0.35 2.21 -0.94
C 0.99 2.43 -3.73
F 1.18 1.38 -4.76
F 0.40 3.61 -4.47
C 2.39 2.98 -3.06
F 3.28 3.38 -4.17
F 2.14 4.24 -2.26
F 3.06 2.01 -2.16
O -2.29 0.45 -1.93
B -3.28 -0.60 -2.36
C -4.78 0.00 -2.81
C -5.31 -0.53 -4.25
C -5.89 -2.04 -4.34
F -6.19 -2.27 -5.81
F -4.82 -3.08 -4.05
C -7.14 -2.43 -3.38
F -6.88 -2.22 -1.91
F -7.24 -3.94 -3.49
C -8.62 -1.90 -3.84
F -9.03 -2.47 -5.18
F -9.57 -2.60 -2.89
C -8.91 -0.31 -3.68
F -7.93 0.38 -2.76
F -10.23 -0.19 -2.93
C -9.17 0.52 -5.08
F -10.50 0.01 -5.60
F -8.19 0.15 -6.17
C -9.37 2.14 -4.92
F -10.61 2.52 -5.71
F -9.64 2.62 -3.54
C -8.17 3.07 -5.52
F -6.80 2.58 -5.29
F -8.26 4.38 -4.77
C -8.41 3.51 -7.12
F -9.34 4.68 -7.25
F -7.08 4.02 -7.64
F -8.77 2.37 -8.00
C -3.39 -1.62 -1.03
C -4.05 -0.89 0.28
C -5.58 -1.30 0.83
N -3.41 0.08 1.07
O -2.50 -1.24 -3.48
C -1.28 -0.46 -3.86
F -1.82 0.64 -4.72
C -0.27 -1.56 -4.54
C -0.51 -1.84 -6.14
C 0.86 -2.16 -7.03
N -1.72 -1.87 -6.79
H 1.69 -2.05 -2.16
H 2.43 -0.88 -0.87
H 2.11 -0.30 -2.73
H 0.09 -1.87 0.17
H -4.57 1.17 -2.95
H -5.54 -0.06 -1.92
H -4.43 -0.43 -5.05
H -6.15 0.20 -4.62
H -4.15 -2.47 -1.36
H -2.37 -2.18 -0.81
H -6.42 -0.66 0.33
H -5.52 -1.18 2.01
H -5.71 -2.46 0.62
H -2.46 0.24 0.67
H 0.84 -1.14 -4.44
H -0.25 -2.61 -3.99
H 1.55 -2.91 -6.41
H 1.51 -1.21 -7.21
H 0.60 -2.76 -8.03
H -2.46 -1.68 -6.08
C 1.60 8.13 -4.88
C 2.39 8.35 -3.62
O 2.99 9.41 -3.42
C 2.43 7.24 -2.61
H 1.66 9.01 -5.51
H 2.01 7.27 -5.42
H 0.55 7.95 -4.63
H 2.87 6.35 -3.05
H 1.41 7.02 -2.26
H 3.04 7.55 -1.75
C -2.16 -5.29 1.30
C -0.86 -4.54 1.37
O -0.76 -3.38 0.97
C 0.33 -5.27 1.96
H -2.93 -4.65 0.85
H -2.05 -6.18 0.66
H -2.48 -5.58 2.30
H 0.55 -6.15 1.35
H 0.11 -5.56 2.99
H 1.20 -4.61 1.95
C 7.19 1.47 -0.93
C 6.97 1.65 -2.40
O 7.13 0.72 -3.19
C 6.56 3.02 -2.88
H 7.48 0.43 -0.73
H 7.99 2.13 -0.58
H 6.26 1.68 -0.38
H 7.33 3.75 -2.62
H 5.60 3.30 -2.43
H 6.44 3.01 -3.97
C 3.08 -4.41 6.31
C 1.73 -4.82 5.78
O 1.60 -5.79 5.04
C 0.54 -3.99 6.20
H 3.84 -5.09 5.92
H 3.32 -3.39 5.97
H 3.09 -4.46 7.40
H 0.67 -2.96 5.86
H 0.44 -4.03 7.29
H -0.36 -4.41 5.75
C 5.24 0.27 -5.85
C 4.26 0.64 -6.93
O 3.18 0.07 -7.03
C 4.65 1.75 -7.87
H 4.82 -0.54 -5.24
H 6.17 -0.07 -6.30
H 5.42 1.13 -5.20
H 5.56 1.47 -8.41
H 4.81 2.67 -7.31
H 3.85 1.91 -8.60
C 7.74 -5.83 7.18
C 7.12 -4.46 7.07
O 6.36 -4.18 6.15
C 7.46 -3.46 8.14
H 7.41 -6.45 6.34
H 8.83 -5.75 7.14
H 7.43 -6.31 8.11
H 8.53 -3.27 8.14
H 7.14 -3.83 9.12
H 6.94 -2.52 7.93
C 5.37 0.99 9.52
C 4.87 -0.38 9.13
O 5.61 -1.35 9.11
C 3.41 -0.50 8.78
H 6.44 0.92 9.75
H 5.24 1.68 8.69
H 4.85 1.34 10.40
H 3.18 0.13 7.91
H 2.79 -0.21 9.63
H 3.18 -1.54 8.52
C 5.92 -3.47 0.81
C 4.64 -3.42 1.61
O 3.73 -2.65 1.31
C 4.52 -4.35 2.79
H 5.86 -2.74 0.00
H 6.77 -3.21 1.45
H 6.05 -4.47 0.39
H 5.31 -4.13 3.52
H 4.59 -5.39 2.45
H 3.55 -4.20 3.27
C -6.93 3.41 2.58
C -7.43 2.05 2.19
O -6.69 1.07 2.17
C -8.89 1.92 1.84
H -5.86 3.35 2.81
H -7.06 4.11 1.75
H -7.45 3.77 3.47
H -9.12 2.55 0.97
H -9.51 2.21 2.69
H -9.12 0.88 1.58
C 3.59 4.06 11.17
C 3.37 4.25 9.69
O 3.53 3.32 8.90
C 2.96 5.61 9.21
H 3.88 3.02 11.36
H 4.39 4.72 11.51
H 2.66 4.27 11.71
H 3.73 6.34 9.47
H 2.00 5.89 9.67
H 2.84 5.60 8.12
```

=====

Version b
# C51H80B2F23N2O15S

11 unconnected molecules or ions with the total composition C51H80B2F23N2O15S (the ωB97M-V functional and the def2-TZVPD basis, the OMol25 dataset).

* highest occupied orbital energy: -5.349 eV
* net charge: -1
* LUMO energy: 1.69 eV

```
174
C51H80B2F23N2O15S, DFT the ωB97M-V functional and the def2-TZVPD basis
C 1.74 -1.40 -1.80
B 0.31 -1.02 -1.25
O -0.11 -1.45 -0.04
C -0.76 -0.11 -2.06
S -0.09 1.65 -1.93
O -1.14 2.64 -2.01
O 0.81 1.65 -0.79
C 1.03 2.12 -3.39
F 1.10 1.15 -4.31
F 0.52 3.24 -3.95
C 2.47 2.50 -2.97
F 3.18 2.81 -4.07
F 2.45 3.58 -2.19
F 3.11 1.52 -2.36
O -1.97 0.05 -1.42
B -3.01 -0.88 -2.04
C -4.35 0.01 -2.33
C -4.91 -0.03 -3.76
C -5.64 -1.25 -4.25
F -5.99 -1.07 -5.57
F -4.83 -2.35 -4.20
C -6.97 -1.71 -3.57
F -6.80 -1.86 -2.25
F -7.24 -2.93 -4.10
C -8.34 -0.97 -3.78
F -8.67 -0.97 -5.08
F -9.23 -1.76 -3.13
C -8.62 0.49 -3.20
F -7.69 0.81 -2.29
F -9.82 0.45 -2.58
C -8.77 1.63 -4.26
F -9.92 1.39 -4.92
F -7.77 1.61 -5.15
C -8.90 3.09 -3.64
F -9.91 3.72 -4.29
F -9.26 2.99 -2.34
C -7.66 4.05 -3.73
F -6.52 3.40 -3.56
F -7.79 4.95 -2.72
C -7.59 4.89 -5.05
F -8.43 5.91 -5.01
F -6.36 5.34 -5.20
F -7.91 4.15 -6.12
C -3.29 -2.20 -1.10
C -3.83 -1.88 0.27
C -5.27 -2.27 0.56
N -3.17 -1.30 1.19
O -2.29 -1.30 -3.30
C -1.16 -0.58 -3.51
F -1.48 0.61 -4.23
C -0.17 -1.41 -4.33
C -0.45 -1.50 -5.83
C 0.75 -1.80 -6.68
N -1.61 -1.43 -6.36
H 1.68 -2.40 -2.25
H 2.46 -1.46 -0.98
H 2.12 -0.75 -2.59
H 0.24 -2.32 0.22
H -4.03 1.05 -2.18
H -5.13 -0.16 -1.58
H -4.08 0.10 -4.46
H -5.58 0.80 -3.93
H -4.02 -2.81 -1.64
H -2.38 -2.81 -1.02
H -5.96 -1.49 0.23
H -5.39 -2.44 1.63
H -5.51 -3.20 0.03
H -2.24 -1.08 0.85
H 0.86 -1.07 -4.21
H -0.22 -2.43 -3.93
H 1.35 -2.58 -6.20
H 1.41 -0.95 -6.83
H 0.41 -2.19 -7.65
H -2.32 -1.26 -5.65
C 1.75 7.66 -4.53
C 2.79 7.82 -3.44
O 3.46 8.82 -3.35
C 2.92 6.67 -2.49
H 1.74 8.55 -5.16
H 1.98 6.79 -5.14
H 0.77 7.51 -4.10
H 3.20 5.76 -3.03
H 1.97 6.48 -1.98
H 3.69 6.89 -1.75
C -1.99 -5.80 1.34
C -0.67 -5.07 1.45
O -0.55 -3.95 1.02
C 0.46 -5.79 2.13
H -2.71 -5.16 0.84
H -1.86 -6.72 0.77
H -2.35 -6.06 2.34
H 0.68 -6.73 1.61
H 0.19 -6.03 3.16
H 1.35 -5.16 2.13
C 7.17 2.18 -0.58
C 7.03 2.20 -2.08
O 7.23 1.21 -2.75
C 6.61 3.51 -2.69
H 7.47 1.19 -0.25
H 7.92 2.91 -0.26
H 6.22 2.44 -0.11
H 7.34 4.29 -2.45
H 5.65 3.82 -2.29
H 6.54 3.41 -3.77
C 2.94 -4.46 6.27
C 1.61 -5.02 5.82
O 1.54 -6.11 5.28
C 0.40 -4.15 6.01
H 3.72 -5.18 6.06
H 3.15 -3.54 5.72
H 2.92 -4.24 7.34
H 0.52 -3.21 5.49
H 0.26 -3.93 7.08
H -0.49 -4.66 5.64
C 5.40 0.50 -5.42
C 4.45 0.83 -6.54
O 3.36 0.31 -6.64
C 4.91 1.87 -7.53
H 4.97 -0.25 -4.77
H 6.35 0.13 -5.82
H 5.62 1.39 -4.84
H 5.83 1.54 -8.02
H 5.11 2.81 -7.01
H 4.13 2.03 -8.28
C 7.56 -5.49 7.52
C 6.89 -4.21 7.05
O 6.19 -4.19 6.06
C 7.12 -2.97 7.87
H 7.30 -6.31 6.84
H 8.64 -5.36 7.54
H 7.22 -5.73 8.53
H 8.19 -2.74 7.91
H 6.77 -3.12 8.89
H 6.58 -2.14 7.43
C 4.48 1.67 7.93
C 4.11 0.21 7.90
O 4.89 -0.66 8.21
C 2.71 -0.11 7.44
H 5.50 1.79 8.27
H 4.37 2.10 6.93
H 3.81 2.21 8.60
H 2.55 0.27 6.43
H 1.98 0.37 8.10
H 2.56 -1.19 7.45
C 5.72 -4.84 0.78
C 4.43 -4.61 1.54
O 3.53 -3.97 1.07
C 4.34 -5.23 2.92
H 5.66 -4.36 -0.19
H 6.56 -4.44 1.35
H 5.89 -5.91 0.64
H 5.13 -4.83 3.56
H 4.45 -6.31 2.85
H 3.38 -5.00 3.35
C -6.56 2.10 3.50
C -7.10 0.93 2.70
O -6.45 -0.07 2.54
C -8.48 1.10 2.10
H -5.57 1.85 3.87
H -6.51 2.99 2.88
H -7.22 2.31 4.35
H -8.49 1.96 1.43
H -9.21 1.28 2.89
H -8.74 0.21 1.54
C 1.90 5.07 8.15
C 1.96 4.67 6.69
O 2.37 3.59 6.34
C 1.49 5.70 5.70
H 2.25 4.25 8.78
H 2.51 5.95 8.32
H 0.87 5.31 8.42
H 2.09 6.61 5.79
H 0.45 5.96 5.89
H 1.59 5.31 4.69
```

=====

Q: Which of them is the least stable? A: version a.

=====

Version a
# C2H6NO3

A molecular structure, C2H6NO3 (the ωB97M-V functional and the def2-TZVPD basis, the OMol25 dataset).

* highest occupied orbital energy (alpha / beta): -12.165 / -15.723 eV
* spin multiplicity: 3
* net charge: +1
* LUMO energy (alpha / beta): -3.47 / -9.87 eV
* expectation value of S²: 2.008

```
12
C2H6NO3, DFT the ωB97M-V functional and the def2-TZVPD basis
C -0.67 0.12 -1.04
C -0.50 -0.06 0.93
N -0.28 0.94 0.15
O -0.95 -0.94 0.05
O -1.62 0.56 -1.81
O 2.09 -0.80 0.54
H 0.24 -0.17 -1.54
H -0.42 -0.10 2.00
H 1.52 -0.92 1.33
H 0.17 1.87 0.15
H -2.29 1.03 -1.30
H 2.72 -1.53 0.55
```

=====

Version b
# C2H6NO3

2 unconnected molecules or ions with the total composition C2H6NO3 (the ωB97M-V functional and the def2-TZVPD basis, the OMol25 dataset).

* highest occupied orbital energy (alpha / beta): -11.481 / -14.106 eV
* spin multiplicity: 3
* net charge: +1
* LUMO energy (alpha / beta): -3.02 / -5.93 eV
* expectation value of S²: 2.009

```
12
C2H6NO3, DFT the ωB97M-V functional and the def2-TZVPD basis
C 1.17 0.48 0.53
C -1.40 0.34 0.02
N 1.48 -0.99 0.13
O 1.68 1.20 -0.40
O -2.60 0.86 0.11
O -1.46 -0.96 -0.23
H 0.53 -1.43 0.11
H 1.76 -0.92 -0.80
H 2.15 -1.30 0.77
H 1.53 2.13 -0.37
H -2.50 1.79 0.44
H -2.36 -1.22 -0.29
```

=====

Q: Which of them is the least stable? A: version a.

=====

Version a
# C2H10N2O

2 unconnected molecules or ions with the total composition C2H10N2O (the ωB97M-V functional and the def2-TZVPD basis, the OMol25 dataset).

* highest occupied orbital energy: -8.497 eV
* SMILES: NCN.CO
* net charge: 0
* LUMO energy: 0.91 eV

```
15
C2H10N2O, DFT the ωB97M-V functional and the def2-TZVPD basis
N 1.21 1.28 -0.52
C 0.44 2.00 -1.49
N 1.13 2.46 -2.69
H 2.10 1.59 -0.17
H 0.98 0.30 -0.45
H -0.42 1.41 -1.80
H 0.00 2.89 -1.04
H 1.82 3.16 -2.48
H 1.52 1.76 -3.30
C -2.01 -2.68 2.51
O -0.70 -2.70 1.95
H -2.22 -1.68 2.86
H -2.70 -3.01 1.73
H -2.12 -3.39 3.34
H -0.28 -3.52 2.01
```

=====

Version b
# C2H10N2O

2 unconnected molecules or ions with the total composition C2H10N2O (the ωB97M-V functional and the def2-TZVPD basis, the OMol25 dataset).

* highest occupied orbital energy: -8.858 eV
* SMILES: CNCO.N
* net charge: 0
* LUMO energy: 1.01 eV

```
15
C2H10N2O, DFT the ωB97M-V functional and the def2-TZVPD basis
C -1.08 0.07 0.17
N 0.07 0.54 -0.60
C 0.89 1.52 0.05
O 2.13 1.84 -0.66
H -0.80 -0.59 0.98
H -1.78 -0.41 -0.52
H -1.58 0.89 0.64
H -0.29 0.89 -1.50
H 0.29 2.43 0.11
H 1.14 1.14 1.04
H 2.68 1.02 -0.66
N -1.63 -3.24 0.86
H -1.93 -4.06 1.39
H -0.63 -3.29 0.75
H -2.05 -3.38 -0.07
```

=====

Q: Which of them is the least stable? A: version a.

=====

Version a
# C3HFO

2 unconnected molecules or ions with the total composition C3HFO (the ωB97M-V functional and the def2-TZVPD basis, the OMol25 dataset).

* highest occupied orbital energy: -10.998 eV
* net charge: 0
* LUMO energy: -1.49 eV

```
6
C3HFO, DFT the ωB97M-V functional and the def2-TZVPD basis
C -1.15 -0.43 -0.92
C -0.15 -0.05 -0.34
C 1.02 0.41 0.15
O 2.08 0.89 0.23
F 0.29 0.08 1.89
H -2.09 -0.91 -1.01
```

=====

Version b
# C3HFO

2 unconnected molecules or ions with the total composition C3HFO (the ωB97M-V functional and the def2-TZVPD basis, the OMol25 dataset).

* highest occupied orbital energy: -10.586 eV
* net charge: 0
* LUMO energy: -1.12 eV

```
6
C3HFO, DFT the ωB97M-V functional and the def2-TZVPD basis
C 0.46 -1.86 0.19
C 0.08 -0.73 0.08
C -0.30 1.52 -0.11
O 0.41 2.30 0.39
F -1.37 1.65 -0.83
H 0.72 -2.88 0.28
```

=====

Q: Which of them is the least stable? A: version b.

=====

Version a
# C2H5Cl2N

A single C2H5Cl2N molecule (the ωB97M-V functional and the def2-TZVPD basis, the OMol25 dataset).

* highest occupied orbital energy: -10.231 eV
* SMILES: N[C@H](Cl)CCl
* net charge: 0
* LUMO energy: 0.95 eV

```
10
C2H5Cl2N, DFT the ωB97M-V functional and the def2-TZVPD basis
N 1.44 -0.20 0.11
C 0.03 -0.31 0.47
Cl -0.63 -2.03 -0.17
C -0.77 0.83 -0.28
Cl -2.43 0.77 0.03
H 1.83 -0.92 0.71
H 1.58 -0.44 -0.87
H -0.10 -0.25 1.49
H -0.56 0.63 -1.42
H -0.40 1.92 -0.07
```

=====

Version b
# C2H5Cl2N

2 unconnected molecules or ions with the total composition C2H5Cl2N (the ωB97M-V functional and the def2-TZVPD basis, the OMol25 dataset).

* highest occupied orbital energy (alpha / beta): -8.055 / -9.334 eV
* net charge: 0
* LUMO energy (alpha / beta): -0.60 / -0.01 eV

```
10
C2H5Cl2N, DFT the ωB97M-V functional and the def2-TZVPD basis
C -0.51 0.66 -0.34
C -0.61 -0.69 0.18
N 1.26 -1.68 -1.18
Cl -1.67 -1.74 -0.45
Cl 2.23 -0.28 -1.18
H -0.29 1.44 0.37
H -1.46 0.95 -0.83
H 0.28 0.67 -1.15
H -0.37 -0.91 1.24
H 1.49 -2.30 -0.35
```

=====

Q: Which of them is the least stable? A: version b.

=====

Version a
# C3HN3O

2 unconnected molecules or ions with the total composition C3HN3O (the ωB97M-V functional and the def2-TZVPD basis, the OMol25 dataset).

* highest occupied orbital energy: -10.544 eV
* SMILES: C#[N+][O-].N#CC#N
* net charge: 0
* LUMO energy: -0.23 eV

```
8
C3HN3O, DFT the ωB97M-V functional and the def2-TZVPD basis
C -0.05 -1.46 0.32
N 1.12 -1.34 0.28
O 2.29 -1.12 0.31
H -0.81 -1.98 -0.19
N 0.88 2.01 0.67
C -0.12 1.70 0.21
C -1.20 1.28 -0.51
N -2.13 0.91 -1.08
```

=====

Version b
# C3HN3O

A single C3HN3O molecule (the ωB97M-V functional and the def2-TZVPD basis, the OMol25 dataset).

* highest occupied orbital energy: -10.952 eV
* SMILES: C#Cc1nnon1
* net charge: 0
* LUMO energy: -0.39 eV

```
8
C3HN3O, DFT the ωB97M-V functional and the def2-TZVPD basis
C 2.32 0.05 -0.05
C 1.16 -0.07 -0.04
C -0.28 -0.04 0.06
N -1.02 1.10 -0.01
N -2.25 0.77 -0.04
O -2.30 -0.67 0.00
N -1.01 -1.08 -0.04
H 3.39 -0.06 0.13
```

=====

Q: Which of them is the least stable? A: version b.